Arrangement i

The following is a DFT calculation (the ωB97M-V functional and the def2-TZVPD basis) of an isolated molecule of C4H4FNS.

Each line ends with the natural charge from an NBO analysis.
Geometry (Å):
C (-1.6759, -0.9792, 0.4428)  -0.719
C (0.8162, 0.2126, -0.4415)  -0.387
C (0.7333, 1.5359, -0.2827)  0.331
C (2.0796, -0.4084, -0.2625)  0.243
H (-1.8290, 0.0340, 0.9187)  0.230
H (-2.6509, -1.2662, -0.0490)  0.240
H (-1.2830, -1.6783, 1.1421)  0.222
H (1.6325, 2.0968, -0.0358)  0.186
N (3.0795, -0.9393, -0.0633)  -0.285
F (-0.3898, 2.2598, -0.3748)  -0.301
S (-0.5125, -0.8677, -0.9940)  0.239

Orbital gap in eV: 9.60
Spin multiplicity: 1
Structure (SMILES): CS/C(C#N)=C\F

Arrangement ii

The following is a DFT calculation (the ωB97M-V functional and the def2-TZVPD basis) of an isolated molecule of C4H4FNS.

Each line ends with the natural charge from an NBO analysis.
Geometry (Å):
C (0.0210, -1.3151, 0.0515)  -0.457
C (2.4184, -0.1329, 0.1252)  -0.591
C (-0.4085, -0.0787, 0.0363)  0.267
C (1.7197, 0.9525, -0.0368)  0.310
N (-1.4387, 0.7280, 0.0457)  -0.825
F (2.0535, 2.1933, -0.0301)  -0.315
S (1.7960, -1.7450, -0.0005)  0.315
H (-0.5189, -2.0675, -0.3309)  0.229
H (3.5303, -0.1314, 0.1456)  0.233
H (-2.0147, 0.7292, 0.9147)  0.413
H (-1.2443, 1.5393, -0.5368)  0.420

Orbital gap (alpha / beta) in eV: 8.32 / 8.32
Spin multiplicity: 1

Arrangement iii

The following is a DFT calculation (the ωB97M-V functional and the def2-TZVPD basis) of a structure of composition C4H4FNS.

Each line ends with the natural charge from an NBO analysis.
Geometry (Å):
C (1.1554, -0.2030, 0.8714)  0.284
C (0.6250, 0.6919, -0.3413)  -0.467
C (-1.3454, -0.5977, -0.5304)  0.081
C (-0.2111, -0.2459, 0.4402)  -0.363
H (1.5162, -0.0233, 1.8627)  0.204
H (1.1669, 0.3373, -1.1957)  0.232
H (-2.0472, -1.5576, -0.7809)  0.235
H (-0.6428, 0.4223, 1.1132)  0.227
N (-1.6581, 0.4540, -1.1089)  -0.567
F (2.1364, -1.0666, 0.4291)  -0.344
S (-0.6953, 1.7886, -0.7595)  0.479

Orbital gap in eV: 10.00
Spin multiplicity: 1

It is arrangement i that is the most stable of them.

Arrangement i

The following is a DFT calculation (the ωB97M-V functional and the def2-TZVPD basis) of an isolated molecule of C7H6.

Each line ends with the natural charge from an NBO analysis.
Geometry (Å):
C (-2.1897, -1.2078, -0.0369)  0.303
C (-1.4770, -0.1337, 0.1036)  -0.472
C (0.8162, -0.2911, -0.7416)  -0.440
C (0.9451, -0.1808, 0.8440)  -0.441
C (-0.4680, 0.3916, -1.0381)  -0.192
C (-0.3809, 0.5822, 1.0721)  -0.166
C (-0.7513, 1.4746, -0.0731)  0.000
H (1.6945, 0.3062, -1.2579)  0.228
H (0.7645, -1.3528, -1.2870)  0.236
H (0.9047, -1.1671, 1.4308)  0.242
H (1.8325, 0.5380, 1.0211)  0.236
H (-0.9446, 0.2869, -2.0471)  0.245
H (-0.7460, 0.7537, 2.0101)  0.222

Orbital gap in eV: 7.92
Spin multiplicity: 1

Arrangement ii

The following is a DFT calculation (the ωB97M-V functional and the def2-TZVPD basis) of an isolated molecule of C7H6.

Each line ends with the natural charge from an NBO analysis.
Geometry (Å):
C (-1.8098, -0.3650, 0.2830)  -0.260
C (-1.5595, 0.8786, -0.3925)  -0.158
C (-0.6206, -1.2254, 0.2285)  -0.146
C (-0.5534, -0.3457, 1.3564)  0.029
C (-0.1909, 0.8222, -0.5726)  -0.150
C (0.4424, -0.2233, 0.0375)  -0.097
C (1.9026, -0.5053, 0.0267)  -0.615
H (-2.7159, -0.5557, 0.8378)  0.252
H (-2.2403, 1.5613, -0.8768)  0.237
H (0.4605, 1.6677, -0.8813)  0.216
H (2.3883, 0.4755, -0.0136)  0.219
H (2.3136, -1.0489, -0.9180)  0.232
H (2.1828, -1.1359, 0.8849)  0.241

Orbital gap in eV: 9.77
Spin multiplicity: 1
Structure (SMILES): C[C@]12C=C[C@@H]3C1=C32

It is arrangement ii that is the most stable of them.

Arrangement i

The following is a DFT calculation (the ωB97M-V functional and the def2-TZVPD basis) of an isolated molecule of C7H6.

Each line ends with the natural charge from an NBO analysis.
Geometry (Å):
C (0.4561, -1.3895, 0.1677)  -0.082
C (1.5825, -0.7370, -0.1366)  -0.392
C (-0.6728, -0.5862, 0.2959)  -0.109
C (-0.8197, 0.7343, 0.1169)  0.063
C (1.7701, 0.6200, -0.1325)  0.055
C (0.5338, 1.5055, 0.1431)  -0.553
C (-1.9922, -0.0823, -0.2130)  -0.405
H (0.3251, -2.4566, 0.1920)  0.216
H (2.3755, -1.3767, -0.5188)  0.211
H (0.7678, 1.5916, 1.1728)  0.300
H (0.5464, 2.4744, -0.3350)  0.253
H (-2.0408, -0.3753, -1.3027)  0.216
H (-2.8318, 0.0777, 0.5503)  0.228

Orbital gap (alpha / beta) in eV: 7.09 / 7.10
Spin multiplicity: 1

Arrangement ii

The following is a DFT calculation (the ωB97M-V functional and the def2-TZVPD basis) of an isolated molecule of C7H6.

Each line ends with the natural charge from an NBO analysis.
Geometry (Å):
C (-1.0668, 1.5168, -1.2406)  -0.385
C (-0.7279, 1.0930, 1.2324)  -0.353
C (-0.2419, 0.4435, -1.3285)  0.163
C (-1.4647, 1.7367, 0.2350)  0.160
C (0.0478, -0.0512, 0.9636)  -0.177
C (0.2376, -0.3546, -0.3235)  -0.147
C (1.1554, -1.5653, -0.4006)  -0.601
H (-1.8685, 1.8866, -1.9450)  0.247
H (-0.7893, 1.5625, 2.2030)  0.232
H (0.5703, -0.5938, 1.7295)  0.213
H (0.6830, -2.3532, -1.0065)  0.220
H (1.2324, -1.9610, 0.5750)  0.206
H (2.2326, -1.3601, -0.6937)  0.221

Orbital gap (alpha / beta) in eV: 8.62 / 8.40
Spin multiplicity: 1

It is arrangement ii that is the most stable of them.

Arrangement i

The following is a DFT calculation (the ωB97M-V functional and the def2-TZVPD basis) of a structure of composition C23H36I2N3S4SiV.

Each line ends with the Löwdin spin population.
Geometry (Å):
V (0.5730, 0.3046, -0.2188)  2.835
C (1.2192, 3.4452, 0.8157)  0.007
C (2.5382, 2.7288, 1.0889)  0.007
S (2.7806, 1.4459, -0.1719)  0.014
C (3.8766, 0.2427, 0.6250)  0.007
C (3.3795, -0.3550, 1.9291)  0.005
S (1.6752, -1.0022, 1.8550)  0.020
C (1.2455, -0.6076, 3.5819)  0.003
C (-0.1949, -0.9106, 3.9544)  0.000
S (-1.4709, -0.1453, 2.9346)  0.015
C (-1.4228, 1.5918, 3.4364)  0.001
C (-0.2876, 2.4408, 2.8755)  0.005
S (-0.2393, 2.3933, 1.0577)  0.017
H (1.1712, 3.7893, -0.2173)  0.000
H (1.1219, 4.3194, 1.4600)  0.000
H (2.5300, 2.2694, 2.0771)  0.000
H (3.3707, 3.4307, 1.0388)  0.000
H (4.8523, 0.7030, 0.7846)  0.000
H (4.0022, -0.5267, -0.1389)  0.000
H (3.4067, 0.3901, 2.7244)  0.000
H (4.0454, -1.1664, 2.2231)  0.000
H (1.4841, 0.4403, 3.7523)  0.000
H (1.9077, -1.2047, 4.2116)  0.000
H (-0.3530, -0.6345, 4.9984)  0.000
H (-0.3901, -1.9792, 3.8688)  0.000
H (-1.4218, 1.6494, 4.5261)  0.000
H (-2.3793, 1.9920, 3.0963)  0.000
H (0.6753, 2.1439, 3.2850)  0.000
H (-0.4594, 3.4831, 3.1510)  0.000
I (-1.7323, -3.4500, 1.3603)  0.002
C (-3.0216, -2.0511, 0.4385)  0.011
I (-2.0275, -0.5998, -0.7839)  0.016
H (-3.5604, -1.5263, 1.2173)  0.001
H (-3.6836, -2.5994, -0.2227)  0.000
C (3.0047, -1.7457, -3.2486)  -0.002
C (2.3013, -0.8465, -2.4770)  0.016
N (1.5233, -1.2264, -1.4487)  0.014
C (1.4063, -2.5336, -1.2055)  0.017
C (2.0568, -3.5154, -1.9455)  -0.001
C (2.8935, -3.0996, -2.9700)  0.012
C (1.9102, -4.9509, -1.6221)  0.000
C (0.7882, -5.6680, -1.5755)  -0.001
C (-0.5827, -5.2244, -1.8848)  0.000
C (-1.6638, -6.0122, -1.5080)  0.000
C (-2.9285, -5.5085, -1.7516)  0.000
N (-3.1245, -4.3387, -2.3561)  0.000
C (-2.0238, -3.6973, -2.7409)  0.000
N (-0.7694, -4.0666, -2.5259)  0.000
H (3.6245, -1.3885, -4.0587)  0.000
H (2.3476, 0.2160, -2.6747)  0.002
H (0.7647, -2.8157, -0.3804)  0.003
H (3.4370, -3.8285, -3.5583)  0.001
H (2.8399, -5.4707, -1.4120)  0.000
H (0.8726, -6.7094, -1.2860)  0.000
H (-1.5233, -6.9646, -1.0158)  0.000
H (-3.8157, -6.0550, -1.4520)  0.000
H (-2.1674, -2.7665, -3.2779)  0.000
C (-1.5547, 2.9247, -2.2190)  -0.008
Si (-0.1066, 1.7029, -2.3572)  -0.011
C (-0.5519, 0.6345, -3.8709)  -0.003
C (1.3149, 2.8090, -2.9999)  -0.001
H (-1.6633, 3.4824, -3.1535)  -0.002
H (-1.4188, 3.6508, -1.4136)  0.000
H (-2.5020, 2.4125, -2.0304)  0.000
H (-0.6614, 1.2730, -4.7525)  -0.001
H (-1.5018, 0.1117, -3.7333)  0.000
H (0.2007, -0.1232, -4.1033)  0.000
H (1.0277, 3.2265, -3.9692)  -0.001
H (2.2685, 2.2942, -3.1387)  0.000
H (1.5096, 3.6575, -2.3379)  0.000

Orbital gap (alpha / beta) in eV: 7.29 / 6.74
Net charge: +1
Spin multiplicity: 4
⟨S²⟩: 3.78

Arrangement ii

The following is a DFT calculation (the ωB97M-V functional and the def2-TZVPD basis) of a structure of composition C23H36I2N3S4SiV.

Each line ends with the Löwdin spin population.
Geometry (Å):
V (1.2010, 0.4147, -0.6295)  2.717
C (3.4603, 2.9605, -0.1095)  0.012
C (2.8322, 2.7579, 1.2582)  0.011
S (1.1409, 2.0973, 1.0604)  0.046
C (0.6604, 1.8909, 2.8091)  0.011
C (1.4546, 0.8936, 3.6336)  0.002
S (1.2465, -0.8058, 3.0096)  0.006
C (2.9488, -1.4487, 3.1544)  0.000
C (3.3426, -2.2748, 1.9382)  0.004
S (3.2469, -1.4108, 0.3455)  0.012
C (4.6677, -0.2805, 0.4686)  0.003
C (4.7666, 0.5287, -0.8104)  0.009
S (3.2954, 1.5259, -1.2230)  0.035
H (4.5184, 3.2028, -0.0205)  0.000
H (2.9617, 3.7697, -0.6438)  0.000
H (2.7458, 3.7131, 1.7777)  0.000
H (3.4216, 2.0767, 1.8706)  0.000
H (-0.3903, 1.6014, 2.7634)  0.000
H (0.7269, 2.8836, 3.2546)  0.000
H (1.1070, 0.9266, 4.6657)  0.001
H (2.5166, 1.1331, 3.6226)  0.000
H (3.0056, -2.0691, 4.0483)  0.000
H (3.6167, -0.5981, 3.2832)  0.000
H (2.6793, -3.1331, 1.8246)  0.000
H (4.3646, -2.6365, 2.0524)  0.000
H (5.5689, -0.8826, 0.5940)  0.000
H (4.5486, 0.3590, 1.3428)  0.000
H (4.8858, -0.1370, -1.6666)  0.000
H (5.6197, 1.2054, -0.7818)  0.000
I (2.9796, -4.0828, -2.5139)  0.002
C (2.2956, -2.6929, -3.9686)  0.004
I (1.3941, -0.8794, -3.1526)  0.015
H (1.5262, -3.1672, -4.5640)  0.000
H (3.1340, -2.3806, -4.5774)  0.000
C (-1.0996, -2.8758, 0.5143)  -0.003
C (-0.1561, -2.0242, -0.0276)  0.033
N (-0.2820, -0.6900, -0.0067)  0.012
C (-1.4018, -0.1917, 0.5437)  0.035
C (-2.4231, -0.9628, 1.0682)  -0.002
C (-2.2455, -2.3476, 1.0784)  0.029
C (-3.6038, -0.3005, 1.6578)  0.000
C (-4.9060, -0.5296, 1.4414)  -0.003
C (-5.5741, -1.3522, 0.4150)  0.000
C (-6.9567, -1.5145, 0.4735)  0.000
C (-7.5565, -2.2428, -0.5413)  0.000
N (-6.8618, -2.7720, -1.5411)  0.000
C (-5.5533, -2.5555, -1.5150)  0.000
N (-4.8790, -1.8737, -0.6023)  0.000
H (-0.9376, -3.9444, 0.4865)  -0.001
H (0.7419, -2.4308, -0.4768)  0.003
H (-1.4939, 0.8895, 0.5327)  0.004
H (-2.9830, -2.9852, 1.5411)  0.002
H (-3.3598, 0.4813, 2.3702)  0.000
H (-5.6052, 0.0218, 2.0594)  0.000
H (-7.5356, -1.0893, 1.2815)  0.000
H (-8.6281, -2.4056, -0.5633)  0.000
H (-4.9729, -2.9797, -2.3283)  0.000
C (-1.6956, 0.9895, -2.8285)  -0.003
Si (-0.2354, 1.9268, -2.0228)  0.008
C (-1.0650, 3.3593, -1.0595)  0.003
C (0.7310, 2.8374, -3.3989)  -0.005
H (-2.4338, 1.6948, -3.2203)  -0.001
H (-2.2079, 0.3414, -2.1130)  0.000
H (-1.3599, 0.3682, -3.6606)  0.000
H (-1.8175, 3.8297, -1.6986)  -0.001
H (-0.3416, 4.1294, -0.7846)  0.000
H (-1.5673, 3.0370, -0.1433)  0.000
H (0.0768, 3.5434, -3.9190)  -0.001
H (1.1351, 2.1444, -4.1394)  0.000
H (1.5649, 3.4128, -2.9889)  0.000

Orbital gap (alpha / beta) in eV: 7.16 / 6.60
Net charge: +1
Spin multiplicity: 4
⟨S²⟩: 3.78

It is arrangement i that is the most stable of them.